Entry 1:
Computed, not measured: a molecular structure, C15H26IO2P2PtS, with ωB97M-V with the def2-TZVPD basis set.

## Properties
* net charge: +3
* E_LUMO (alpha / beta): -0.3558 / -0.5045 Eh
* spin multiplicity: 5
* ⟨S²⟩: 6.0434

Geometry as XYZ:
```
48
Properties=species:S:1:pos:R:3:forces:R:3
C -0.001 -0.107 -7.223 0.00 0.22 0.12
C 0.005 0.618 -5.892 0.04 3.83 -2.30
H 0.003 0.657 -8.011 0.00 -0.03 0.30
H -0.900 -0.719 -7.341 0.06 -0.02 0.29
H 0.890 -0.731 -7.342 -0.06 -0.02 0.29
O 0.017 1.805 -5.693 -0.04 -3.96 0.58
I -0.006 -0.580 -4.023 0.00 -0.06 0.01
Pt 0.002 -0.033 -0.278 -0.04 -1.17 0.81
P 2.288 -0.199 -0.213 0.70 0.16 -0.36
C 3.120 1.135 0.691 0.10 -0.31 -0.09
C 2.974 -1.750 0.413 0.01 0.11 -0.18
H 4.061 -1.758 0.246 -0.26 -0.11 0.18
H 3.871 -0.202 -2.017 -0.14 0.13 -0.24
H 2.504 -2.581 -0.122 0.16 0.02 0.16
H 2.229 -0.779 -2.499 0.59 0.16 0.19
H 2.797 1.113 1.737 0.11 0.15 -0.12
H 2.745 -1.825 1.483 0.23 -0.13 -0.16
C 2.792 -0.034 -1.924 0.49 -0.36 -0.19
H 4.204 0.968 0.637 -0.22 0.15 0.08
H 2.513 0.961 -2.275 0.16 -0.01 -0.04
H 2.870 2.100 0.237 0.09 -0.14 0.17
P -2.288 -0.155 -0.209 -0.71 0.18 -0.37
C -3.094 1.205 0.683 -0.09 -0.33 -0.08
C -2.793 0.006 -1.920 -0.48 -0.36 -0.16
H -2.559 -2.529 -0.108 -0.16 0.02 0.17
H -4.090 -1.669 0.282 0.26 -0.11 0.18
H -2.760 -1.767 1.500 -0.24 -0.12 -0.16
C -3.001 -1.687 0.434 -0.02 0.11 -0.19
H -2.243 -0.752 -2.491 -0.58 0.16 0.18
H -3.874 -0.146 -2.011 0.14 0.12 -0.24
H -4.181 1.053 0.638 0.22 0.15 0.07
H -2.833 2.159 0.214 -0.08 -0.12 0.17
H -2.499 0.993 -2.280 -0.16 -0.01 -0.03
H -2.764 1.191 1.726 -0.11 0.16 -0.12
C 0.019 1.743 0.273 0.06 5.25 2.17
O 0.030 2.823 0.710 -0.04 -3.69 -1.59
S -0.007 -1.637 2.101 0.06 0.50 1.00
C 0.041 -0.574 3.443 -0.01 -0.42 -0.22
C 1.286 -0.173 3.988 0.25 0.33 0.11
C 1.318 0.807 4.966 0.39 -0.34 -0.27
C 0.128 1.373 5.448 -0.29 -0.06 -0.15
C -1.116 0.925 4.958 -0.01 -0.50 -0.45
C -1.163 -0.059 3.976 -0.37 0.63 0.33
H 2.188 -0.636 3.601 0.06 0.16 0.22
H 2.280 1.138 5.358 -0.27 -0.12 -0.05
H 0.160 2.161 6.201 0.02 -0.25 -0.17
H -2.042 1.346 5.340 0.17 -0.10 -0.01
H -2.106 -0.431 3.584 0.03 0.16 0.21
```
Positions in Å, forces in eV/Å.



Entry 2:
Computed, not measured: a single C3H5N3S molecule, with ωB97M-V with the def2-TZVPD basis set.

## Properties
* E_LUMO: 0.0245 Eh
* SMILES: Nc1ccnn1S

Geometry as XYZ:
```
12
Properties=species:S:1:pos:R:3:forces:R:3
N 0.339 1.774 -0.222 1.15 1.67 0.56
C -0.117 0.502 -0.152 -1.08 -1.44 0.12
C -1.408 -0.006 -0.113 0.45 0.89 -0.10
C -1.233 -1.394 -0.118 -1.32 -1.47 -0.02
N 0.017 -1.780 -0.150 0.02 0.23 -0.14
N 0.701 -0.595 -0.190 0.72 0.35 0.19
S 2.390 -0.571 -0.210 -0.02 -0.01 0.20
H -0.270 2.501 0.157 0.10 -0.61 -0.28
H 1.296 1.913 0.131 -0.64 -0.25 -0.41
H -2.306 0.593 -0.127 0.00 -0.23 0.05
H -2.024 -2.178 -0.122 0.76 0.83 0.08
H 2.615 -0.759 1.115 -0.13 0.05 -0.25
```
Positions in Å, forces in eV/Å.



Ordered maximum force results: 5.69; 2.11; unit eV/Å.